No. 1
DFT (ωB97M-V/def2-TZVPD) results for C19H28CaO5STe as an isolated structure in a non-equilibrium geometry.

```
55
Properties=species:S:1:pos:R:3:nbo_charge:R:1
H -2.43 2.08 -1.77 0.21
C 0.01 -2.26 -3.72 -0.91
H -3.08 0.30 -0.26 0.19
H -0.86 -5.05 -0.88 0.22
C 3.76 5.01 3.41 -0.20
C -3.36 0.19 -1.32 -0.09
H 1.02 -1.78 1.30 0.19
C -1.65 -4.41 -0.48 -0.09
H 2.07 1.08 -1.85 0.21
H -0.50 -4.04 1.31 0.22
H 1.34 -0.15 -2.92 0.22
O 0.90 -0.37 -0.91 -0.59
H 0.38 4.12 1.19 0.23
C -1.03 -3.47 0.54 -0.10
H -5.01 -1.94 -1.24 0.21
H 1.71 -3.24 0.52 0.21
H -1.79 -2.86 1.04 0.18
H 2.66 0.67 1.73 0.22
H -3.75 -3.40 -2.79 0.22
H -0.20 4.01 2.85 0.24
C -0.05 1.35 -2.21 -0.08
H -2.43 -5.03 -0.03 0.20
C 3.96 2.62 3.31 -0.19
Ca -1.00 -1.63 -1.84 1.68
Te 0.06 1.50 1.84 0.34
O -0.14 -2.63 -0.19 -0.63
C 1.19 0.46 -2.02 -0.11
H -2.81 1.09 -3.20 0.21
C -3.95 -2.13 -1.09 -0.10
C -3.55 -3.46 -1.72 -0.09
H 2.77 -1.06 -0.30 0.20
C 2.66 2.52 2.83 -0.09
H 5.53 3.93 3.96 0.22
H -4.41 0.49 -1.44 0.21
S -0.08 -2.21 -5.29 0.06
C 2.46 4.91 2.93 -0.22
H 2.07 0.53 3.38 0.23
C 1.13 -2.32 0.36 -0.07
H 4.54 1.72 3.47 0.21
H 4.18 5.98 3.62 0.22
O -3.16 -1.15 -1.74 -0.61
O -2.15 -3.68 -1.61 -0.58
H 1.86 5.81 2.80 0.22
H -4.12 -4.28 -1.28 0.21
C -2.45 1.06 -2.17 -0.08
C 1.90 3.67 2.64 0.04
H 1.97 -2.00 -1.60 0.22
H -0.11 2.09 -1.41 0.20
O -1.17 0.47 -2.12 -0.63
C 2.08 1.17 2.50 -0.62
H -3.75 -2.13 -0.01 0.18
C 0.49 3.59 2.13 -0.63
H -0.01 1.84 -3.18 0.21
C 1.81 -1.43 -0.67 -0.11
C 4.51 3.86 3.59 -0.20
```

- Multiplicity: 2
- HOMO-LUMO gap (alpha / beta): 5.49 / 8.13 eV
- Total charge: +1

No. 2
DFT (ωB97M-V/def2-TZVPD) results for one molecule with the formula C19H28ClN3O2S.

```
54
Properties=species:S:1:pos:R:3:nbo_charge:R:1
C 1.79 -1.64 -0.61 0.31
H -2.64 -1.62 -1.61 0.16
C -4.25 -0.05 -0.46 -0.24
Cl 7.15 1.51 -1.82 0.02
H -2.93 1.44 1.20 0.24
H -5.39 3.57 -1.39 0.19
H 7.21 1.57 2.99 0.18
N -3.24 -0.81 0.26 -0.46
H -4.23 2.29 2.05 0.21
H -3.51 4.05 0.56 0.22
H -5.04 -0.69 -0.87 0.18
C -5.28 3.17 -0.38 -0.06
H -1.71 0.71 -1.35 0.21
C 4.12 -0.33 0.93 -0.22
N 0.62 -1.73 -1.30 -0.44
H -4.34 -2.63 0.50 0.16
H -3.13 -2.27 1.75 0.21
H 5.52 0.00 2.48 0.22
H -5.55 0.54 1.18 0.17
H -0.70 -3.13 -2.04 0.19
O 7.52 1.12 0.99 -0.48
H -4.63 -1.35 1.69 0.20
C -3.88 1.95 1.08 -0.44
H -3.16 2.90 -0.73 0.20
N 2.62 -0.61 -0.99 -0.60
H 4.59 0.46 -2.33 0.22
C -2.19 -1.30 -0.65 -0.04
H -0.50 -0.89 -2.82 0.20
H -5.89 3.77 0.30 0.16
S 2.23 -2.76 0.52 -0.25
H 8.88 1.39 2.42 0.20
C -1.39 -2.48 -0.10 -0.42
C -0.27 -2.84 -1.07 -0.22
C 5.34 0.11 1.42 -0.24
H 0.31 -3.68 -0.68 0.26
H 3.40 -0.75 1.60 0.24
C -4.92 1.02 0.43 0.10
H 7.87 -0.05 2.66 0.18
C -1.21 -0.15 -0.91 -0.42
H -2.02 -3.35 0.04 0.22
O -5.75 1.84 -0.39 -0.53
H 0.59 0.25 -2.02 0.21
C -0.08 -0.59 -1.85 -0.21
C 4.79 0.35 -1.27 -0.25
C 3.84 -0.23 -0.43 0.14
C -3.86 -1.83 1.08 -0.41
H -0.94 -2.21 0.86 0.22
C 6.30 0.67 0.59 0.25
H 2.48 -0.26 -1.93 0.39
C 7.87 0.99 2.34 -0.25
C -3.83 3.12 0.10 -0.43
H -0.78 0.16 0.04 0.21
C 5.99 0.79 -0.77 -0.06
H -3.79 0.48 -1.29 0.20
```

- Energy relative to the best compared isomer or geometry (same formula, charge and spin): 2.2 kcal per mole
- HOMO-LUMO gap: 8.35 eV
- SMILES: COc1ccc(NC(=S)N2CCC(N(C)C[C@H]3CCCO3)CC2)cc1Cl

No. 3
DFT (ωB97M-V/def2-TZVPD) results for C19H28ClO6Zr as an isolated structure in a non-equilibrium geometry.

```
55
Properties=species:S:1:pos:R:3:nbo_charge:R:1
H 1.63 -1.77 -0.38 0.23
H -0.18 0.60 4.62 0.33
C -1.73 3.11 1.27 -0.38
H 3.90 0.75 3.11 0.26
H -1.67 3.80 0.42 0.27
H 1.30 -2.03 -7.84 0.23
H 0.81 -2.41 1.08 0.21
H 2.24 -1.20 -5.84 0.17
H -2.74 0.36 2.98 0.27
H 0.80 -3.92 -6.47 0.21
H -1.58 2.25 4.51 0.33
C 1.15 -1.04 -5.88 -0.07
O 1.73 4.06 5.87 -0.87
H -2.52 -0.85 0.34 0.23
C -2.37 1.82 1.28 -0.33
H 0.01 -1.17 -2.38 0.28
H -1.21 -2.59 -4.68 0.17
H -0.89 -3.49 -6.83 0.23
C -1.70 -1.56 0.55 -0.64
H -1.61 -0.50 -1.93 0.23
O 1.57 2.47 2.75 -0.78
C 0.08 0.65 -1.13 -0.04
H -0.28 -1.29 -7.50 0.21
H -0.51 1.56 -1.24 0.21
C -0.57 -0.64 -1.62 -0.47
H 2.02 1.93 4.68 0.33
C 0.85 -0.71 3.17 -0.08
H -1.54 -1.59 1.64 0.22
O -0.13 2.50 5.91 -0.96
Zr 0.02 1.60 1.92 2.30
C 0.69 -2.16 0.01 -0.64
C -0.43 -1.16 -0.17 0.34
C -0.14 -2.74 -4.91 -0.07
C 1.80 1.42 3.73 -0.05
Cl 0.25 3.95 6.14 1.81
C -1.68 2.29 3.43 -0.33
C -1.30 3.41 2.61 -0.36
C 0.55 0.49 3.83 -0.48
H 2.76 -1.57 2.35 0.25
H -2.02 -2.56 0.24 0.26
H -2.90 1.37 0.44 0.25
H 1.13 0.77 -1.41 0.22
H 0.97 0.05 -5.97 0.19
C 2.26 -0.73 2.82 -0.29
H -0.86 4.34 2.95 0.33
H 0.24 -3.51 -4.22 0.18
C 0.04 -3.13 -6.39 -0.43
O -0.54 4.82 5.19 -0.89
O 0.05 0.20 0.32 -0.71
O 0.56 -1.50 -4.64 -0.57
C -2.30 1.29 2.61 -0.35
C 0.56 -1.84 -7.06 -0.43
H 0.16 -1.55 3.05 0.24
C 2.86 0.45 3.22 -0.01
H 0.45 -3.10 -0.52 0.26
```

- Energy relative to the best compared isomer or geometry (same formula, charge and spin): 0.0 kcal per mole
- HOMO-LUMO gap: 4.85 eV
- Total charge: +1

No. 4
DFT (ωB97M-V/def2-TZVPD) results for C19H28F3NNaO3Si as an isolated structure in a non-equilibrium geometry.

```
56
Properties=species:S:1:pos:R:3:nbo_charge:R:1
C 0.53 2.57 -3.57 -1.14
C -2.61 1.26 3.51 0.04
C 0.47 1.03 -0.78 -0.91
H -2.97 1.18 4.58 0.18
Si 0.75 0.90 -2.66 1.65
H -0.33 0.30 -0.50 0.29
H -0.43 -3.87 -4.23 0.23
C -0.34 1.89 2.29 0.04
C 0.13 -1.78 -3.58 -0.20
H -0.45 3.12 -1.04 0.17
O 0.16 0.54 2.22 -0.53
C -1.25 2.04 3.56 -0.47
C -2.76 -1.18 -3.87 -0.20
H 3.25 0.96 -2.30 0.24
H 0.96 2.55 -4.61 0.28
C 1.61 -1.92 1.73 0.71
H 1.22 -2.01 -3.47 0.23
H 0.05 -3.23 4.44 0.23
C 1.42 0.42 2.77 0.82
H 0.53 2.59 2.43 0.22
O 1.28 -2.11 0.57 -0.59
C 2.39 -0.58 2.01 -0.59
H 2.78 -0.15 1.05 0.25
H -3.84 -0.95 -4.00 0.23
C -1.03 2.35 0.95 0.70
F -2.50 -0.06 3.02 -0.37
O 1.81 0.95 3.78 -0.55
F -1.45 3.68 1.18 -0.36
H -0.58 -1.97 3.22 0.21
H -1.50 3.12 3.76 0.24
C 0.00 2.45 -0.25 -0.44
C -0.79 -2.84 -4.02 -0.19
C -0.43 -0.47 -3.29 -0.48
C 0.33 -2.42 3.73 -0.44
F -2.10 1.58 0.57 -0.33
H 2.85 0.21 -3.96 0.25
Na 0.14 4.67 -3.43 0.99
H 0.41 -4.80 2.97 0.21
H -0.56 2.92 -3.65 0.19
H -3.41 1.79 2.94 0.18
C 0.76 -4.12 2.14 -0.42
H -0.66 1.68 4.44 0.25
H 3.27 -0.76 2.68 0.26
H 2.60 -0.71 -2.36 0.26
N 1.34 -2.89 2.74 -0.47
H 1.14 3.34 -2.97 0.16
H -2.91 -3.31 -4.47 0.23
H 0.90 2.98 0.16 0.22
H 1.39 0.66 -0.25 0.26
H -2.19 0.90 -3.16 0.20
C -2.21 -2.51 -4.14 -0.20
H 1.54 -4.67 1.55 0.22
C 2.55 0.29 -2.88 -1.11
H 0.77 -1.57 4.33 0.21
H -0.17 -3.90 1.54 0.20
C -1.85 -0.13 -3.42 -0.22
```

- HOMO-LUMO gap: 6.87 eV
- Total charge: +1

No. 5
DFT (ωB97M-V/def2-TZVPD) results for C19H28F5O3TcTe as an isolated structure in a non-equilibrium geometry.

```
57
Properties=species:S:1:pos:R:3:nbo_charge:R:1
C 0.94 -1.73 2.54 -0.21
H -0.95 0.27 -1.79 0.16
C 0.13 -2.84 2.98 -0.20
H 1.98 4.43 -0.13 0.20
C -0.48 0.95 -1.07 -0.05
F -2.87 -4.06 1.73 -0.61
C -0.28 -4.17 -0.55 -0.31
H -0.65 -2.79 3.73 0.29
C 1.51 0.71 -0.44 0.29
O -0.02 3.74 0.04 -0.56
H -1.20 1.66 -0.63 0.21
C 0.58 -4.02 2.30 -0.22
C 2.25 1.48 0.66 -0.65
C 1.02 4.50 -0.67 -0.09
H -2.44 -4.61 -1.03 0.27
C 1.89 -2.24 1.58 -0.22
H 1.21 1.41 -2.56 0.20
H 2.62 0.79 1.44 0.20
H 2.27 -4.32 0.84 0.26
H 0.87 -0.70 2.87 0.28
H 0.05 -5.11 -0.12 0.27
O -1.84 -1.64 0.99 -0.99
F -4.07 -0.44 1.49 -0.57
H 1.20 4.06 -1.66 0.16
H 1.05 6.59 -0.24 0.22
C 0.82 1.56 -1.56 -0.47
C -1.25 4.50 -0.14 -0.07
Te -3.52 -2.26 1.65 3.37
C -0.96 5.87 -0.80 -0.44
H -1.78 4.63 0.83 0.19
F -2.88 -2.03 3.43 -0.59
C 0.57 5.93 -0.97 -0.43
H -2.27 -2.58 -2.77 0.24
H 0.19 -5.03 2.45 0.27
C -1.59 -3.95 -1.15 -0.14
F -5.23 -2.84 2.30 -0.55
C -0.19 -2.33 -2.01 -0.19
F -4.06 -2.63 -0.13 -0.60
H 2.71 -1.13 -0.51 0.18
C -1.49 -2.89 -2.07 0.05
H 3.27 0.22 -1.52 0.24
Tc -0.12 -2.58 0.81 0.76
H -1.92 3.90 -0.79 0.17
H 1.81 -0.69 -2.01 0.20
H 0.84 6.22 -2.00 0.22
H -1.45 5.88 -1.78 0.22
C 0.61 -3.12 -1.09 -0.27
H 3.11 2.00 0.21 0.22
H -1.31 6.70 -0.19 0.23
H 1.57 2.23 1.11 0.25
H 2.68 -1.68 1.12 0.26
C 2.38 -0.30 -1.15 -0.62
H 0.93 2.57 -1.22 0.25
O 0.21 0.27 0.03 -0.57
H 0.19 -1.56 -2.68 0.25
H 1.70 -3.18 -1.13 0.27
C 1.67 -3.65 1.44 -0.25
```

- Energy relative to the best compared isomer or geometry (same formula, charge and spin): 25.7 kcal per mole
- Multiplicity: 4
- HOMO-LUMO gap (alpha / beta): 6.76 / 4.58 eV
- Total charge: +1

No. 6
DFT (ωB97M-V/def2-TZVPD) results for one molecule with the formula C19H28N2O3 in a non-equilibrium geometry.

```
52
Properties=species:S:1:pos:R:3:nbo_charge:R:1
C -1.60 2.74 -2.76 -0.27
H -3.54 -3.36 4.96 0.22
H -0.12 1.84 -0.38 0.23
N 0.20 -1.57 1.85 -0.53
C -1.20 -1.54 2.01 0.20
C -1.74 -1.98 3.40 -0.10
H 2.79 -1.54 1.43 0.21
H -3.14 -1.73 5.83 0.23
C 2.46 1.03 -2.54 -0.21
C -1.87 -0.76 1.22 -0.15
H 0.89 -0.93 -2.22 0.19
H 2.29 -2.23 -0.35 0.24
C 5.56 0.52 -3.38 -0.21
C -0.12 -0.53 -0.35 -0.16
H 2.09 1.66 -3.41 0.20
H 1.51 2.64 -0.27 0.21
H -3.90 -0.33 0.88 0.21
C 0.35 -0.08 -1.67 -0.24
H -1.77 3.74 -2.53 0.16
C -3.57 -2.31 4.95 -0.64
H -4.79 -1.92 4.88 0.21
N 1.33 0.80 -1.58 -0.48
O 4.68 1.78 -3.03 -0.53
H 2.50 -0.47 0.11 0.25
H 1.58 3.33 -2.60 0.19
H 4.76 -0.10 -3.93 0.17
O -2.19 0.34 -0.77 -0.63
C 0.59 3.02 -1.97 -0.07
C -3.77 -1.01 2.78 -0.20
H 3.51 2.56 -1.80 0.17
H -1.84 1.87 -2.10 0.22
C -2.96 -2.03 3.55 0.03
H 5.57 0.03 -2.68 0.13
H 6.32 0.79 -4.15 0.22
H -1.21 -2.75 5.22 0.24
H 2.75 -0.20 -2.87 0.16
C -0.89 -2.49 4.24 -0.64
H -2.08 2.39 -3.77 0.17
C 0.66 -1.38 0.67 0.33
O -0.31 2.64 -3.05 -0.57
H 0.78 -2.08 2.47 0.41
H 4.22 1.22 -1.15 0.15
H -0.22 0.12 -2.41 0.20
C -1.58 -0.55 -0.21 0.47
H 0.15 -2.02 4.66 0.22
H -0.34 -3.42 3.92 0.22
H -0.01 4.08 -1.55 0.17
C -3.29 -0.72 1.56 -0.14
H -4.96 -0.96 2.88 0.21
C 0.87 2.08 -1.00 -0.31
C 2.30 -1.44 0.44 -0.66
C 3.80 1.56 -2.11 -0.09
```

- Energy relative to the best compared isomer or geometry (same formula, charge and spin): 406.5 kcal per mole
- HOMO-LUMO gap: 8.00 eV
- SMILES: COCCN(CCOC)Cc1c(C)[nH]c2c(C)c(C)ccc2c1=O

No. 7
DFT (ωB97M-V/def2-TZVPD) results for one molecule with the formula C19H28N2O3S2.

```
54
Properties=species:S:1:pos:R:3:nbo_charge:R:1
C 1.79 -0.80 -4.67 -0.06
O 5.10 -3.02 1.39 -0.52
H 3.36 0.97 1.09 0.23
H 1.38 -2.30 0.75 0.21
C 0.82 -1.65 -3.81 -0.23
C 6.38 -2.80 1.97 -0.06
H 7.89 -4.89 3.09 0.21
H 2.14 1.15 -3.70 0.23
N 2.74 -0.96 1.78 -0.43
C 7.36 -3.14 4.38 -0.40
C -0.28 1.64 -0.44 -0.75
C 7.15 -4.52 3.80 -0.41
C -0.56 -0.95 -3.72 -0.54
H 3.26 -3.40 2.16 0.19
C 2.46 0.41 1.33 -0.20
H 0.69 -2.64 -4.25 0.22
C 3.81 -1.34 2.51 0.66
H 8.23 -2.59 4.06 0.21
H 3.57 0.12 -3.77 0.20
H 6.71 -5.28 4.43 0.21
O 2.80 1.45 -1.28 -0.62
H 1.47 0.87 -6.04 0.23
H -0.02 1.74 -1.50 0.23
H 1.83 0.98 2.01 0.21
C 2.80 -1.67 -5.40 -0.60
H 0.31 2.33 0.15 0.23
H 2.96 -2.05 -0.06 0.22
H 7.12 -3.29 1.34 0.19
C 0.93 0.01 -5.64 -0.52
C 1.52 -1.73 -2.45 -0.22
H 3.51 -1.05 -5.96 0.22
C 6.28 -3.38 3.37 -0.09
C 2.49 0.12 -3.64 -0.22
O 4.46 -0.55 3.17 -0.61
H -1.34 1.88 -0.32 0.23
C 2.28 0.34 -1.23 0.68
H 6.60 -1.72 2.01 0.18
H 2.28 -2.52 -2.46 0.19
H 4.59 -2.67 4.56 0.24
C 4.80 -3.34 3.73 -0.42
H 2.30 -2.34 -6.11 0.21
S -0.07 -0.05 0.13 0.22
H 4.43 -4.34 3.97 0.21
H -0.81 -0.69 -2.69 0.23
H 3.38 -2.28 -4.70 0.21
C 2.19 -1.59 0.57 -0.22
S -0.48 0.60 -4.68 0.19
H -1.34 -1.59 -4.12 0.22
H 0.82 -1.93 -1.64 0.23
C 4.14 -2.83 2.44 0.02
N 2.13 -0.42 -2.33 -0.44
H 7.06 -2.97 5.40 0.22
H 0.60 -0.61 -6.47 0.21
C 1.74 -0.18 0.09 -0.26
```

- Energy relative to the best compared isomer or geometry (same formula, charge and spin): 24.8 kcal per mole
- HOMO-LUMO gap: 9.19 eV
- SMILES: CSC1(C(=O)N2C[C@H]3CSC[C@@]3(C)C2)CN(C(=O)[C@@H]2CC3(CC3)CO2)C1

No. 8
DFT (ωB97M-V/def2-TZVPD) results for one molecule with the formula C19H28N2O5S.

```
55
Properties=species:S:1:pos:R:3:nbo_charge:R:1
C 0.27 -2.06 0.18 -0.40
O -1.58 -3.40 -1.17 -0.93
C -2.55 2.04 0.10 0.69
H 1.36 2.93 -2.44 0.22
C 1.65 2.98 -1.40 -0.43
H 3.36 -2.32 -1.15 0.23
C -1.68 0.74 -2.61 -0.41
H 1.12 0.87 -1.18 0.16
C 2.56 -2.05 -0.47 -0.29
O 1.68 1.76 0.60 -0.55
H -3.08 2.38 -2.48 0.23
H 2.58 3.55 -1.31 0.21
C -0.55 2.33 1.46 -0.25
C 4.58 -0.03 1.79 -0.07
N -1.37 1.57 0.55 -0.66
C -3.05 1.31 -2.26 -0.40
C 0.77 2.83 0.84 0.10
O 4.17 -0.90 0.75 -0.51
C -3.37 1.08 -0.77 -0.31
H 3.95 -1.25 3.47 0.21
H 0.67 4.65 -0.38 0.22
H -0.59 -1.13 -2.37 0.22
H -3.81 0.81 -2.86 0.21
C 4.85 -0.76 3.10 -0.64
H 2.08 -0.37 2.45 0.23
C 1.26 -2.44 -0.71 -0.17
H -0.31 1.73 2.34 0.20
C 1.85 1.59 -0.79 -0.07
H 5.61 -1.53 2.94 0.22
H -3.97 -0.97 -0.98 0.19
C 0.57 -1.33 1.31 -0.11
H 1.25 3.48 1.59 0.18
N -1.88 -0.87 -0.79 -0.70
C 1.87 -0.95 1.56 -0.32
H -4.42 1.36 -0.60 0.25
H 5.21 -0.06 3.85 0.22
H 2.85 1.19 -0.95 0.19
C -3.21 -0.40 -0.44 -0.24
O -2.16 -2.54 1.07 -0.94
H 3.84 0.77 1.92 0.19
H -0.42 3.36 -0.89 0.22
O -2.95 3.16 0.33 -0.64
H -3.34 -0.59 0.63 0.24
H -0.90 1.30 -2.10 0.20
H -1.14 3.20 1.76 0.24
C 0.57 3.57 -0.50 -0.44
S -1.45 -2.38 -0.16 2.33
H -0.23 -1.09 1.99 0.23
C 2.88 -1.28 0.65 0.41
H 1.00 -3.03 -1.57 0.24
H 5.51 0.41 1.42 0.19
H -1.51 0.82 -3.69 0.22
C -1.60 -0.73 -2.20 -0.23
H -1.10 0.62 0.32 0.43
H -2.30 -1.33 -2.79 0.19
```

- Energy relative to the best compared isomer or geometry (same formula, charge and spin): 25.6 kcal per mole
- HOMO-LUMO gap: 9.59 eV
- SMILES: CCOc1ccc(S(=O)(=O)N2CCC[C@H](C(=O)NC[C@@H]3CCCO3)C2)cc1

No. 9
DFT (ωB97M-V/def2-TZVPD) results for C19H28N3O3PtS2 as an isolated structure in a non-equilibrium geometry.

```
56
Properties=species:S:1:pos:R:3:nbo_charge:R:1
H 3.80 3.22 1.12 0.27
N 1.70 -0.94 -0.43 -0.35
C 2.28 4.65 1.70 -0.08
O 3.05 -2.69 -2.00 -0.63
H 2.98 5.42 1.98 0.28
C 0.29 -5.48 -0.96 -0.21
H -3.36 -0.98 -0.88 0.27
Pt -0.66 0.74 0.18 1.17
H -4.82 0.02 -0.67 0.29
C 0.05 3.84 1.44 0.08
H 0.27 3.60 -1.65 0.26
H 3.39 -5.25 -2.32 0.24
H 3.84 -3.07 -2.43 0.51
C 0.92 4.86 1.81 -0.20
H -3.56 0.55 -1.81 0.24
C 0.97 -3.15 -0.98 -0.17
C 2.20 -3.58 -1.61 0.40
H -0.55 0.62 -4.10 0.29
H 0.05 0.52 2.77 0.52
C -0.43 0.24 -3.09 -0.76
H -1.85 -0.64 4.51 0.24
C 0.05 -4.11 -0.70 -0.17
C 1.81 2.46 0.87 0.09
C 2.74 3.43 1.22 -0.17
O -0.57 -1.44 -0.42 -0.59
C 0.41 2.74 -2.30 -0.76
C -1.03 -1.27 4.19 -0.66
H -0.89 -3.82 -0.25 0.22
C -0.88 -1.27 2.69 -0.06
H 3.27 0.86 0.33 0.27
S -0.90 1.56 -1.97 0.58
H -1.80 -1.57 2.18 0.20
C 1.51 -5.90 -1.54 -0.11
H -3.20 2.96 -0.71 0.24
H -0.06 -1.91 2.35 0.20
S -2.97 0.89 0.51 0.48
H 0.28 3.05 -3.34 0.29
C 2.22 1.15 0.37 0.10
H -3.18 3.18 1.07 0.25
H -1.11 -0.60 -2.93 0.28
H -4.63 2.55 0.28 0.29
H -1.02 3.97 1.52 0.23
H 1.69 -6.95 -1.73 0.26
H -0.46 -6.21 -0.71 0.25
H -0.11 -0.94 4.68 0.23
N 1.33 0.31 0.00 -0.26
C 2.45 -4.97 -1.86 -0.29
H 0.52 5.80 2.18 0.28
C -3.75 0.04 -0.87 -0.76
H 1.39 2.29 -2.16 0.25
C -3.54 2.57 0.25 -0.75
H -1.23 -2.29 4.53 0.28
H 0.60 -0.06 -2.91 0.26
N 0.48 2.67 0.98 -0.47
O -0.63 0.10 2.22 -0.74
C 0.67 -1.73 -0.60 0.57
```

- Energy relative to the best compared isomer or geometry (same formula, charge and spin): 13.1 kcal per mole
- HOMO-LUMO gap (alpha / beta): 3.14 / 2.83 eV
- Total charge: +3

Number 1: electronic energy -2460.50087 a.u.. Number 2: electronic energy -1913.90431 a.u.. Number 3: electronic energy -1698.91606 a.u.. Number 4: electronic energy -1772.38782 a.u.. Number 5: electronic energy -1814.18245 a.u.. Number 6: electronic energy -1075.45691 a.u.. Number 7: electronic energy -1872.38471 a.u.. Number 8: electronic energy -1624.71200 a.u.. Number 9: electronic energy -2045.41491 a.u..